# 1
Formula: C18H53NO15
Source: OMol25
Level of theory: ωB97M-V with the def2-TZVPD basis set

Geometry (Å):
C  0.1249  2.9237  -5.3106
O  -0.5446  2.3887  -4.1492
C  -1.8230  1.8586  -4.3866
C  -2.5144  1.4011  -3.1291
N  -3.5325  0.3344  -3.3218
C  -4.0721  -0.1213  -2.0670
C  -5.3469  -1.0243  -2.1485
O  -6.4672  -0.2814  -2.5670
C  -7.7223  -0.8990  -2.8138
H  -0.5166  3.5163  -5.9628
H  0.4494  2.0456  -5.8689
H  0.9937  3.5592  -5.1387
H  -1.7586  0.9828  -5.0322
H  -2.4712  2.5896  -4.8701
H  -2.8604  2.2874  -2.5972
H  -1.7960  0.9656  -2.4346
H  -4.2241  0.7149  -3.9519
H  -4.3540  0.7170  -1.4298
H  -3.3217  -0.6059  -1.4424
H  -5.5684  -1.4085  -1.1528
H  -5.2090  -1.8622  -2.8318
H  -8.0229  -1.3774  -1.8816
H  -7.6233  -1.7160  -3.5285
H  -8.4140  -0.1590  -3.2163
C  0.1283  -2.9809  -2.1380
C  -0.1915  -3.0859  -3.6515
O  0.1881  -4.3987  -4.1177
O  1.5664  -2.9651  -2.0051
H  -0.3175  -3.8338  -1.6264
H  -0.2847  -2.0644  -1.7166
H  0.2424  -2.2864  -4.2520
H  -1.2530  -2.9411  -3.8523
H  -0.0326  -5.1262  -3.5314
H  1.8851  -3.8145  -2.3192
C  1.2365  5.2275  0.4455
C  1.7321  6.0780  -0.7269
O  2.3118  5.2023  -1.7389
O  -0.0691  4.6058  0.2678
H  1.1379  5.9292  1.2737
H  1.9841  4.4847  0.7237
H  2.5198  6.7278  -0.3455
H  0.9440  6.6754  -1.1852
H  1.5996  4.8190  -2.2560
H  -0.6399  5.3120  -0.0437
C  4.2993  1.1465  -1.2501
C  5.3968  2.1330  -0.7639
O  5.6339  2.9232  -1.8525
O  4.0830  0.1884  -0.2414
H  4.5852  0.6570  -2.1811
H  3.3328  1.6463  -1.3150
H  6.2979  1.5956  -0.4683
H  5.0342  2.7540  0.0552
H  4.8451  3.4700  -1.8724
H  3.6945  -0.6081  -0.6105
C  1.5036  -4.1773  3.5163
C  2.7948  -4.6525  2.7763
O  3.7580  -5.4278  3.4991
O  0.4834  -5.1264  3.7234
H  1.1366  -3.3955  2.8514
H  1.8077  -3.6672  4.4304
H  3.3202  -3.7699  2.4117
H  2.4374  -5.1696  1.8858
H  4.1189  -4.8486  4.1744
H  -0.2418  -4.7737  4.2442
C  3.1191  1.1195  4.7489
C  3.5232  1.1592  6.2126
O  3.6746  -0.0995  6.9036
O  4.1277  0.4469  3.9829
H  3.0331  2.1340  4.3598
H  2.0961  0.7443  4.7758
H  2.8436  1.7457  6.8309
H  4.4452  1.7392  6.1748
H  2.7849  -0.2840  7.2132
H  3.9154  0.3316  3.0538
C  -3.4743  -2.7783  3.1665
C  -3.2608  -1.2668  3.3627
O  -1.8650  -0.9339  3.6512
O  -3.5691  -3.5365  4.3800
H  -2.7106  -3.1780  2.4993
H  -4.4306  -3.0002  2.6930
H  -3.9083  -1.0852  4.2206
H  -3.5677  -0.6758  2.4998
H  -1.4032  -0.6159  2.8719
H  -4.2675  -4.1903  4.3001
O  0.5189  0.7390  1.0693
H  0.5208  1.6962  1.0658
H  1.4406  0.4969  0.9792

Output
Energy relative to the best compared isomer or geometry (same formula, charge and spin) in eV: 3.643
SMILES: COCCNCCOC.OCCO.OCCO.OCCO.OCCO.OCCO.OCCO.O
Calculated total energy in hartree: -1900.71793
Highest occupied orbital energy in eV: -9.198
LUMO energy in eV: 0.19
Frontier orbital gap in eV: 9.3852


# 2
Formula: C18H54AlN9O3P3
Source: OMol25
Level of theory: ωB97M-V with the def2-TZVPD basis set

Geometry (Å):
Al  -0.2988  0.2021  1.2139
O  1.0236  2.4245  -0.2023
P  1.7285  3.6062  -0.6321
N  2.9147  3.3628  -1.7858
C  3.7166  4.4857  -2.3598
C  3.6376  2.0528  -1.7518
N  2.5235  4.5609  0.5475
C  3.2057  3.7627  1.5851
C  2.9736  5.9358  0.4638
N  0.6330  4.7799  -1.3006
C  -0.3418  5.4773  -0.4414
C  0.2388  4.8062  -2.7620
H  3.1109  5.3737  -2.5405
H  4.1803  4.1362  -3.2822
H  4.4843  4.8098  -1.6572
H  3.0085  1.2791  -2.1919
H  3.9758  1.8327  -0.7393
H  4.5039  2.0425  -2.4132
H  3.8308  4.3653  2.2441
H  2.3708  3.3012  2.1124
H  3.7797  2.9983  1.0612
H  2.5845  6.4794  -0.3971
H  2.6438  6.4036  1.3915
H  4.0589  5.9297  0.3630
H  -1.0699  4.7426  -0.0978
H  0.2695  5.8270  0.3906
H  -0.6131  6.3959  -0.9617
H  -0.6914  4.2847  -2.9874
H  0.9652  4.2250  -3.3299
H  0.1501  5.8156  -3.1639
O  0.1834  -0.6089  -1.5818
P  0.3922  -1.0343  -2.9678
N  -0.9859  -1.8772  -3.6191
C  -2.2815  -1.4870  -3.2111
C  -0.8902  -2.5383  -4.9104
N  1.7359  -2.0566  -3.2075
C  1.6358  -3.3325  -2.6167
C  3.0584  -1.5362  -3.1842
N  0.6557  0.1988  -4.1754
C  0.4284  1.5975  -3.7563
C  0.8928  -0.1516  -5.5901
H  -2.2310  -1.2181  -2.1561
H  -2.9597  -2.3180  -3.4051
H  -2.5227  -0.6248  -3.8328
H  -1.3642  -1.9236  -5.6756
H  -1.4145  -3.4931  -4.8699
H  0.1441  -2.7101  -5.2087
H  1.9278  -3.3478  -1.5666
H  0.6089  -3.6967  -2.5881
H  2.2458  -4.0174  -3.2058
H  3.1453  -0.8080  -2.3778
H  3.6955  -2.3751  -2.9040
H  3.4528  -1.0587  -4.0811
H  0.9548  1.8682  -2.8410
H  0.7195  2.3169  -4.5216
H  -0.6059  1.7873  -3.4696
H  1.5918  -0.9812  -5.6968
H  1.3951  0.6217  -6.1713
H  -0.0364  -0.4524  -6.0741
O  -1.6420  -1.5581  3.2071
P  -2.2411  -2.6164  4.0767
N  -3.9804  -2.6910  3.9289
C  -4.7854  -3.8864  4.2287
C  -4.8767  -1.5872  3.6171
N  -2.0238  -2.2972  5.7821
C  -2.5189  -3.0994  6.9039
C  -1.5777  -0.9640  6.1539
N  -1.7650  -4.2818  3.8655
C  -2.1495  -4.9805  2.6553
C  -0.4179  -4.6827  4.3777
H  -4.7163  -4.5480  3.3652
H  -5.7714  -3.5930  4.5891
H  -4.3648  -4.4779  5.0419
H  -5.4470  -1.8021  2.7134
H  -4.2683  -0.7309  3.3259
H  -5.5085  -1.1925  4.4128
H  -2.8084  -2.4083  7.6955
H  -3.2661  -3.8156  6.5620
H  -1.7139  -3.6698  7.3674
H  -0.5958  -0.6562  5.7945
H  -2.2138  -0.1971  5.7122
H  -1.5850  -0.8118  7.2332
H  -2.6096  -5.9491  2.8508
H  -2.8665  -4.4448  2.0332
H  -1.1899  -5.1771  2.1771
H  -0.1703  -4.1263  5.2817
H  0.3156  -4.4397  3.6089
H  -0.3114  -5.7569  4.5291

Output
Energy relative to the best compared isomer or geometry (same formula, charge and spin) in eV: 1.669
Calculated total energy in hartree: -2702.25265
Highest occupied orbital energy in eV: -14.617
LUMO energy in eV: -13.18
Total charge: +3
Frontier orbital gap in eV: 1.4394


# 3
Formula: C18H54AlO26S2Y
Source: OMol25
Level of theory: ωB97M-V with the def2-TZVPD basis set

Geometry (Å):
Y  0.3246  0.7491  2.7582
Al  4.5100  -0.9423  0.2255
S  3.3251  0.5575  3.3579
O  2.4607  -0.3512  2.6045
O  2.2879  1.5913  3.3884
O  3.5207  0.0922  4.6999
O  4.4669  0.8890  2.5586
S  0.5420  -0.4767  0.0540
O  0.9074  0.7976  0.5484
O  -0.1382  -0.4167  -1.2290
O  1.7547  -1.2761  -0.1400
O  -0.1652  -0.8091  1.2385
C  4.6551  -0.6715  -3.8538
C  4.3908  -2.1009  -3.5896
O  3.4912  -2.1735  -2.5208
O  5.3095  0.0716  -2.8012
H  3.7047  -0.1889  -4.0817
H  5.3341  -0.5038  -4.6899
H  5.1489  -2.8455  -3.3467
H  3.9214  -2.4039  -4.5256
H  2.5958  -2.0834  -2.8551
H  6.2285  0.0734  -3.0789
C  -3.9330  -1.2588  0.0930
C  -4.3481  -2.7025  -0.2404
O  -4.6518  -3.4438  0.9174
O  -5.1104  -0.5780  0.7088
H  -3.8417  -0.7437  -0.8632
H  -3.0043  -1.1197  0.6464
H  -3.6170  -3.2462  -0.8387
H  -5.2310  -2.6256  -0.8750
H  -4.9702  -4.3239  0.7040
H  -4.9830  0.3707  0.6350
C  3.1517  2.5326  -1.9385
C  2.7916  3.9055  -1.4195
O  1.4564  3.9496  -0.8530
O  2.9425  1.4974  -0.9631
H  4.1913  2.4723  -2.2606
H  2.5872  2.4362  -2.8659
H  2.9226  4.6984  -2.1559
H  3.4179  4.3032  -0.6209
H  0.8704  3.4837  -1.4540
H  2.0177  1.4279  -0.7151
C  -0.2268  -1.3819  5.2062
C  -1.6479  -1.0308  4.8376
O  -1.6538  -0.1864  3.7514
O  0.7775  -0.6350  4.5864
H  0.0192  -2.3166  4.7023
H  -0.2181  -1.6432  6.2644
H  -2.0230  -0.3779  5.6257
H  -2.2708  -1.9214  4.7543
H  -2.5332  -0.4153  3.4416
H  1.4396  -0.5855  5.2798
C  0.3422  3.9884  3.3297
C  -0.7800  3.6056  4.2207
O  -0.4173  2.2833  4.7017
O  0.4849  3.0816  2.2074
H  1.2744  4.2727  3.8179
H  -0.0074  4.9416  2.9331
H  -1.7050  3.5527  3.6465
H  -0.8655  4.3745  4.9885
H  -1.0010  2.1327  5.4489
H  1.0143  3.4352  1.4888
C  0.3073  -4.3714  0.6902
C  -1.1394  -3.9789  1.0726
O  -1.9339  -5.2046  1.2349
O  1.0624  -4.8869  1.7878
H  0.7615  -3.4278  0.3877
H  0.3320  -5.0084  -0.1939
H  -1.6754  -3.2850  0.4250
H  -1.2174  -3.4409  2.0174
H  -2.6792  -4.9759  1.7950
H  0.4565  -5.2931  2.4119
C  -2.0775  2.0816  0.3347
C  -3.3843  2.8249  0.0450
O  -4.6373  2.1492  0.4283
O  -1.7838  1.6023  1.6140
H  -1.2409  2.7231  0.0578
H  -2.0812  1.2312  -0.3471
H  -3.4609  3.0394  -1.0210
H  -3.3056  3.7626  0.5950
H  -4.6424  2.1630  1.3882
H  -2.6483  1.5632  2.0295
C  0.0983  2.6001  -4.6889
C  -0.9534  2.3703  -3.4876
O  -0.3613  2.0066  -2.2097
O  0.7424  1.3987  -4.8729
H  0.9473  3.2497  -4.4758
H  -0.3930  3.0163  -5.5684
H  -1.6306  1.5553  -3.7430
H  -1.4707  3.3129  -3.3087
H  -0.2217  1.0676  -2.0674
H  0.7136  0.8608  -4.0783
C  -1.1197  -2.9356  -3.6018
C  0.3778  -2.6071  -3.7953
O  0.7756  -1.2509  -3.5289
O  -1.4034  -2.6545  -2.2354
H  -1.4467  -3.9754  -3.6101
H  -1.8006  -2.4024  -4.2652
H  0.5382  -2.6791  -4.8710
H  1.1082  -3.2409  -3.2923
H  0.3389  -0.9422  -2.7316
H  -1.0890  -1.8056  -1.9156

Output
Calculated total energy in hartree: -3751.32491
Spin multiplicity: 2
Highest occupied orbital energy (alpha / beta) in eV: -11.645 / -11.645
Expectation value of S²: 0.759
LUMO energy (alpha / beta) in eV: -3.08 / -7.06
Total charge: +1
Frontier orbital gap (alpha / beta) in eV: 8.5646 / 4.5802


> calculated total energy of number 1 (C18H53NO15)?

-1900.71793 hartree


> calculated total energy of number 3 (C18H54AlO26S2Y)?

-3751.32491 hartree


> Look up the calculated total energy of the third one.

-3751.32491 hartree


> What is the calculated total energy in the third record?

-3751.32491 hartree